Record 1
Computed, not measured: a structure of composition C11H13BrNOPtSSi, with ωB97M-V/def2-TZVPD.

Values from the calculation:
Molar mass, g/mol: 510.37
Highest occupied orbital energy (spin up / spin down), eV: -7.90 / -9.18
⟨S²⟩: 3.76
Kohn-Sham gap (spin up / spin down), eV: 7.267 / 6.656
2S+1: 4
Charge: 0

Positions of all 30 atoms, in Å:
Pt 0.525 -1.025 2.160
Br -0.847 -3.058 2.535
S 3.608 -0.598 3.489
Si 1.147 -0.973 -2.827
O -4.093 1.394 3.731
N -0.166 1.696 2.518
C 2.896 -0.473 -3.207
C 2.208 -0.986 3.053
C -2.805 1.532 3.336
C 0.802 -1.011 0.209
C -2.084 0.373 3.082
C -0.774 0.540 2.669
C -0.048 0.259 -3.539
C -0.873 2.801 2.767
C 0.940 -0.995 -1.003
C 0.801 -2.680 -3.472
C -2.195 2.772 3.171
H 0.156 1.257 -3.145
H -1.075 -0.003 -3.278
H 3.111 0.521 -2.809
H -4.486 2.261 3.868
H 0.899 -2.720 -4.559
H 0.030 0.299 -4.628
H 3.607 -1.176 -2.769
H 3.059 -0.451 -4.288
H 1.499 -3.399 -3.038
H -2.736 3.691 3.357
H -2.536 -0.602 3.192
H -0.211 -2.992 -3.206
H -0.361 3.746 2.630

***

Record 2
Computed, not measured: a cluster of 2 separate species, C2H3N3S in total in a non-equilibrium geometry, with ωB97M-V/def2-TZVPD.

Values from the calculation:
Molar mass, g/mol: 101.13
Highest occupied orbital energy, eV: -8.75
ΔE to the lowest compared entry with this formula, charge and spin, kcal/mol: 127.83
Kohn-Sham gap, eV: 7.262
Charge: 0

Positions of all 9 atoms, in Å:
S 3.110 0.970 -0.103
N -0.358 -1.721 0.471
N 0.367 0.895 -0.592
N -0.812 0.318 -0.394
C 1.548 0.763 -0.095
C -1.161 -0.829 0.179
H -1.484 1.148 -0.440
H 0.980 -0.623 0.576
H -2.189 -0.921 0.399

***

Record 3
Computed, not measured: the molecule C5H7NO2 in a non-equilibrium geometry, with ωB97M-V/def2-TZVPD.

Values from the calculation:
Molar mass, g/mol: 113.12
Highest occupied orbital energy, eV: -9.69
ΔE to the lowest compared entry with this formula, charge and spin, kcal/mol: 110.88
Kohn-Sham gap, eV: 10.075
Charge: 0

Positions of all 15 atoms, in Å:
O -1.014 1.211 -1.625
O -0.127 -1.985 -0.196
N 0.257 0.860 1.047
C 1.133 -0.228 0.815
C 0.474 -1.544 0.718
C 0.003 0.591 -1.550
C -1.269 0.448 0.904
C 0.898 0.762 -0.203
H -1.635 1.415 0.503
H -1.823 0.068 1.816
H 0.076 -0.445 -2.288
H 1.036 -2.245 1.671
H -1.377 -0.278 0.141
H 1.625 1.592 -0.266
H 1.993 -0.106 1.563

***

Record 4
Computed, not measured: a cluster of 15 separate species, C4H39NO16 in total in a non-equilibrium geometry, with ωB97M-V/def2-TZVPD.

Values from the calculation:
Molar mass, g/mol: 357.35
Highest occupied orbital energy, eV: -9.66
ΔE to the lowest compared entry with this formula, charge and spin, kcal/mol: 129.74
Kohn-Sham gap, eV: 9.652
Charge: 0

Positions of all 60 atoms, in Å:
O -1.691 2.592 -3.692
O -1.518 -3.464 3.196
O -1.760 0.656 2.243
O 3.087 -1.968 -2.581
O 0.714 -4.700 -2.229
O -0.492 -1.777 -3.138
O -2.668 3.828 -1.459
O 0.648 0.587 4.604
O 2.506 -4.214 0.707
O 2.216 -1.113 0.996
O 1.831 2.971 0.673
O 1.928 2.320 -4.082
O 3.324 0.673 -0.625
O 0.554 3.416 3.180
O -0.623 1.793 -0.193
O 0.042 1.114 -2.701
N -0.726 -1.428 0.488
C -3.219 0.183 0.434
C -2.637 -0.396 1.745
C -1.055 -2.056 2.862
C -1.748 -1.668 1.569
H -0.884 0.924 -0.533
H -0.759 -2.048 -2.222
H -1.060 3.313 -3.717
H -2.621 -2.355 1.294
H 1.731 -3.617 0.733
H -3.228 -0.554 2.639
H -3.575 4.162 -1.503
H -2.377 3.570 -0.581
H -0.010 -0.827 0.856
H -0.001 -2.318 2.851
H 1.298 2.154 -3.350
H 2.994 -1.506 -1.746
H -2.110 2.622 -2.821
H 1.381 0.473 3.927
H 2.254 3.791 0.948
H 1.206 3.718 3.878
H -3.992 0.967 0.591
H 1.367 -5.388 -2.119
H 0.131 1.809 -0.885
H -0.275 -2.216 0.100
H -1.299 1.264 1.686
H -0.722 1.368 -3.339
H 2.772 -1.311 0.239
H -1.884 -3.378 4.069
H 3.994 -1.752 -2.909
H -2.492 0.623 -0.203
H -0.271 3.297 3.696
H 2.964 1.064 -1.464
H 1.377 2.451 -4.855
H 0.167 0.160 -2.748
H 1.482 2.545 1.451
H 1.920 -0.217 0.695
H 0.951 -3.964 -1.648
H 3.055 -3.525 1.186
H 3.622 1.608 -0.272
H -0.115 0.397 4.033
H -1.447 -1.565 3.694
H -0.303 -2.603 -3.589
H -3.954 -0.483 -0.056

***

Record 5
Computed, not measured: the ion C6H12N4 with charge +2 in a non-equilibrium geometry, with ωB97M-V/def2-TZVPD.

Values from the calculation:
Molar mass, g/mol: 140.19
Highest occupied orbital energy, eV: -17.41
ΔE to the lowest compared entry with this formula, charge and spin, kcal/mol: 48.76
Kohn-Sham gap, eV: 9.217
Charge: +2

Positions of all 22 atoms, in Å:
N 1.292 -0.892 0.045
N -1.346 2.906 0.120
N -1.009 -1.200 0.027
N -0.189 0.976 -0.527
C -2.258 -0.661 0.138
C 1.425 -2.276 0.132
C 0.067 -0.418 -0.138
C -0.823 1.743 0.293
C 2.464 -0.032 -0.187
C -3.391 -0.252 0.148
H -1.743 3.459 0.975
H 2.755 0.540 0.740
H 2.402 -2.588 0.472
H 1.315 -2.563 -0.886
H 2.313 0.635 -1.041
H -4.423 0.140 -0.092
H -0.767 1.421 1.399
H 0.017 1.331 -1.466
H -0.954 -2.140 0.423
H -1.357 3.285 -0.874
H 3.393 -0.624 -0.532
H 0.816 -2.789 0.831

***

Record 6
Computed, not measured: a cluster of 2 separate species, Br2HPS in total in a non-equilibrium geometry, with ωB97M-V/def2-TZVPD.

Values from the calculation:
Molar mass, g/mol: 223.86
Highest occupied orbital energy, eV: -9.55
ΔE to the lowest compared entry with this formula, charge and spin, kcal/mol: 10.86
Kohn-Sham gap, eV: 7.654
Charge: 0

Positions of all 5 atoms, in Å:
Br 1.627 -0.980 -0.875
Br -2.298 -0.511 0.231
S 1.222 2.365 -0.641
P 1.970 0.844 0.395
H -2.520 -1.718 0.889

***

What is the molar mass in the sixth record? 223.86 g/mol

***

What is the formula in the fourth record? C4H39NO16

***

Which of these has the highest charge? C6H12N4